(1)
Computed, not measured: C3H5NS in the gas phase, with ωB97M-V/def2-TZVPD.

Results
Energy, eV: -15515.1339
Kohn-Sham gap, Ha: 0.32511
SMILES: S=CN1CC1

```
10
C3H5NS, DFT ωB97M-V/def2-TZVPD
C 1.16318 -0.76403 -0.21830
C -0.35911 0.97012 -0.16829
C -1.12907 -0.26265 0.31249
H 1.21048 -1.88566 -0.20883
H 0.41811 1.53635 0.54067
H -0.94452 1.59600 -0.86555
H -0.77968 -0.55892 1.30230
H -2.08501 -0.56154 -0.05069
N -0.00368 -0.26991 -0.64585
S 2.50930 0.20023 0.00205
```

(2)
Computed, not measured: a gas-phase ion, C8H16N3O2S (charge +1), with ωB97M-V/def2-TZVPD.

Results
Energy, eV: -27948.8507
Charge: +1
Kohn-Sham gap, Ha: 0.30382
SMILES: CC(=S)C(=[NH2+])NCCC[C@@H](N)C(=O)O

```
30
C8H16N3O2S, DFT ωB97M-V/def2-TZVPD
C -3.51190 -0.48455 -0.06543
C -1.97195 -0.63471 0.41378
C 2.38259 -1.06533 0.17719
C -4.18284 -1.79775 -0.35422
C 0.56366 1.55986 0.60980
C 1.01056 0.88870 -0.72178
C -0.19536 0.69600 1.51523
C 2.42247 0.12340 -0.75963
N -1.59343 0.38071 1.14753
N -1.30461 -1.80256 0.12409
N 3.47141 0.97022 -0.33145
O 1.39425 -1.78354 0.29573
O 3.50752 -1.17175 0.85441
S -4.15850 1.03141 -0.03489
H -5.29146 -1.77161 -0.25245
H -3.93659 -1.99995 -1.51553
H -3.73222 -2.62844 0.26743
H -0.09024 2.53456 0.39418
H 1.54211 1.83218 1.11852
H 0.89561 1.59435 -1.58338
H 0.24756 0.12781 -1.01383
H -0.34866 1.30928 2.45231
H 0.09961 -0.31060 1.88946
H 2.66776 -0.10700 -1.76898
H -2.23108 1.08604 1.07065
H -1.68096 -2.47235 -0.59183
H -0.26036 -1.77616 0.37400
H 3.02458 1.67862 0.28448
H 3.76883 1.63479 -1.02076
H 4.18465 -0.46734 0.67545
```

(3)
Computed, not measured: 4 unconnected molecules or ions with the total composition C26H71N4O3SSi6, with ωB97M-V/def2-TZVPD.

Results
Energy, eV: -98325.8277
Charge: +1
Kohn-Sham gap, Ha: 0.26612

```
111
C26H71N4O3SSi6, DFT ωB97M-V/def2-TZVPD
N 5.69713 -4.63836 0.84716
C 5.49988 -3.43300 0.51880
N 6.36356 -2.36032 0.88094
N 4.34131 -3.08212 -0.19144
C 3.73191 -4.12815 -1.01570
C 2.35655 -4.55119 -0.48923
C 1.40758 -5.03570 -1.58493
C -0.05835 -5.13207 -1.15568
C -0.58327 -3.90669 -0.40056
C -0.18859 -2.53724 -0.99872
S -1.67010 -1.78247 -1.74824
C -2.65917 -2.96512 -1.08031
N -2.06328 -3.91711 -0.44941
H 6.57510 -4.71506 1.35458
H 6.04134 -1.93182 1.74410
H 6.36204 -1.62268 0.18169
H 4.49340 -2.23387 -0.72141
H 3.64103 -3.75842 -2.04164
H 4.40197 -4.98798 -1.02693
H 2.49505 -5.35410 0.23993
H 1.94469 -3.70533 0.07116
H 1.70986 -6.04093 -1.88473
H 1.50277 -4.42804 -2.48926
H -0.68841 -5.27554 -2.03862
H -0.19956 -6.01117 -0.52087
H -0.30537 -3.94869 0.65016
H 0.61067 -2.59954 -1.73255
H 0.14173 -1.85658 -0.21470
H -3.73670 -2.95948 -1.19163
H -2.54651 -4.71350 -0.04552
O -1.05985 3.45052 1.65591
Si -1.04577 5.09928 1.48372
C -2.72362 5.68305 0.91045
C 0.24662 5.57861 0.22461
C -0.63492 5.85317 3.13159
Si -1.30091 2.08047 0.80130
C -1.07956 0.61561 1.94087
C -0.05454 1.94355 -0.59109
C -3.02591 2.03537 0.08253
H -2.95672 5.32417 -0.09450
H -2.75257 6.77457 0.88707
H -3.51372 5.34092 1.58211
H 1.22508 5.17423 0.49327
H 0.33734 6.66572 0.17293
H -0.00512 5.21913 -0.77574
H 0.34420 5.52867 3.48875
H -1.37471 5.58909 3.88939
H -0.61702 6.94186 3.04322
H -0.07679 0.59130 2.37166
H -1.23521 -0.31539 1.38395
H -1.79714 0.63721 2.76271
H -0.20489 2.72109 -1.34230
H -0.14538 0.97591 -1.09549
H 0.96695 2.03403 -0.21588
H -3.16738 2.81498 -0.66844
H -3.77949 2.17854 0.85928
H -3.21669 1.07216 -0.39985
O -5.97711 -8.47113 -0.83134
Si -5.17516 -7.13073 -0.37244
C -4.01091 -7.49354 1.04918
C -6.35826 -5.77729 0.13898
C -4.16034 -6.52279 -1.82470
Si -7.03882 -9.61433 -0.25870
C -7.38181 -10.82104 -1.62784
C -8.61937 -8.77872 0.27493
C -6.27216 -10.49388 1.19783
H -4.56048 -7.75894 1.95394
H -3.39246 -6.62283 1.29657
H -3.34103 -8.32187 0.81013
H -7.08995 -5.57708 -0.64615
H -5.82748 -4.84317 0.34958
H -6.90520 -6.04898 1.04357
H -4.79106 -6.27364 -2.67948
H -3.42915 -7.26661 -2.14582
H -3.62424 -5.61803 -1.53058
H -7.82826 -10.32964 -2.49410
H -8.07995 -11.58422 -1.27678
H -6.47137 -11.32441 -1.95788
H -8.46405 -8.12132 1.13327
H -9.35808 -9.52933 0.56424
H -9.04750 -8.18269 -0.53369
H -6.13165 -9.82545 2.05027
H -5.30114 -10.92160 0.93974
H -6.92138 -11.30953 1.52347
O 4.94380 9.10506 -0.80038
Si 4.49871 7.59100 -0.34739
C 3.78930 7.61408 1.38305
C 5.97192 6.44101 -0.39275
C 3.19644 6.98255 -1.53303
Si 5.95528 10.33584 -0.36882
C 5.72257 11.73128 -1.57740
C 7.72762 9.74700 -0.41701
C 5.54305 10.91952 1.35732
H 4.54609 7.88092 2.12353
H 3.39641 6.62876 1.64751
H 2.97322 8.33544 1.46426
H 6.45639 6.46107 -1.37112
H 5.65902 5.41343 -0.19114
H 6.71771 6.71539 0.35605
H 3.56985 6.94592 -2.55809
H 2.31714 7.62935 -1.51641
H 2.87990 5.97649 -1.24798
H 5.95882 11.42035 -2.59667
H 6.38284 12.56150 -1.31599
H 4.69565 12.10110 -1.56753
H 7.91996 8.98360 0.33991
H 8.40748 10.58093 -0.22812
H 7.97724 9.32409 -1.39234
H 5.74802 10.14885 2.10351
H 4.49012 11.19675 1.44026
H 6.14328 11.79596 1.61213
```

(4)
Computed, not measured: a molecular structure, C14H28Cl14FeI2, with ωB97M-V/def2-TZVPD.

Results
Spin multiplicity: 5
Energy, eV: -240877.7956
Kohn-Sham gap (spin up / spin down), Ha: 0.34982 / 0.32177

```
59
C14H28Cl14FeI2, DFT ωB97M-V/def2-TZVPD
Fe -0.86856 -3.33888 19.79275
I -1.08352 -2.05921 17.51588
I 0.14213 -3.51984 22.20109
Cl -3.04570 -1.18618 21.20456
C -2.86261 -1.00495 22.92764
C -3.51386 -2.27641 23.63649
Cl -5.29513 -2.21708 23.47234
H -3.30244 -0.07868 23.29699
H -1.83221 -0.92713 23.24962
H -3.49695 -2.26087 24.69439
H -3.04836 -3.16956 23.18995
Cl -0.62519 -8.26605 21.92788
C 0.40062 -7.19458 20.78910
C -0.68485 -6.60757 19.90823
Cl -0.05240 -5.35455 18.80295
H 1.15091 -7.77668 20.28762
H 0.86097 -6.43068 21.42271
H -1.32131 -6.05860 20.61622
H -1.24144 -7.35531 19.34327
Cl -1.77385 3.29451 19.73146
C -0.12715 2.82234 19.23481
C -0.09057 2.19693 17.83252
Cl -0.42301 3.35328 16.61589
H 0.27212 2.10822 19.95523
H 0.34089 3.81903 19.18365
H -0.76303 1.37611 17.61340
H 0.97083 1.93708 17.67770
Cl -1.04704 -8.18636 16.29828
C -1.52688 -6.59518 15.46516
C -2.39151 -7.02136 14.30145
Cl -3.14226 -5.66572 13.49281
H -0.65154 -6.10693 15.13471
H -2.14989 -6.10000 16.25702
H -3.12585 -7.80081 14.48387
H -1.70817 -7.41638 13.49340
Cl 2.89118 3.27284 21.57718
C 2.32622 2.59636 23.08537
C 1.04448 1.71548 22.85661
Cl 1.38054 0.11532 22.16389
H 2.16867 3.44036 23.79997
H 3.15795 1.94698 23.32925
H 0.31866 2.26499 22.21879
H 0.51952 1.54316 23.82073
Cl -3.10842 -4.46798 20.42698
C -4.49667 -3.63253 19.58297
C -4.63468 -3.82697 18.13832
Cl -4.98249 -5.52977 17.69417
H -4.38964 -2.58701 19.81955
H -5.38709 -4.07481 20.03766
H -3.69048 -3.62141 17.60576
H -5.47770 -3.18857 17.86713
Cl 3.97221 0.86534 18.38177
C 3.57868 -0.79601 18.19402
C 2.72790 -1.40222 19.31330
Cl 2.34178 -3.06535 18.86878
H 4.52730 -1.29479 17.97871
H 2.97835 -0.91301 17.29124
H 1.79465 -0.82834 19.47538
H 3.23736 -1.53562 20.28935
```

Which formula does entry 1 have?
C3H5NS

Among the records above, which one has the highest energy?
C3H5NS

What is the energy in the third record?
-98325.8277 eV